1.
This record from the Open Molecules 2025 dataset describes a cluster of 6 separate species, C27H41Cl10NO2 in total. The level of theory is the ωB97M-V functional and the def2-TZVPD basis.

```
81
Properties=species:S:1:pos:R:3:forces:R:3:mulliken_charge:R:1
C 2.69534 -2.20000 1.07000 -1.0 0.6 0.7 -1.5577
C 1.14682 -2.08597 0.96999 1.2 -0.9 -0.8 0.2855
C 0.72065 -2.02678 -0.52031 0.4 0.6 0.1 -1.1100
N -0.16963 -0.90999 -0.89924 -0.2 -0.6 0.0 -0.2693
C -1.28647 -0.67483 -0.05745 0.7 0.0 -0.2 0.2551
C -1.22250 0.43468 0.75769 0.7 0.8 0.2 -0.3946
C -2.22966 0.78440 1.60542 -0.2 0.6 0.4 -1.2538
C -3.35860 0.00986 1.62287 -1.1 0.1 0.6 1.0936
C -3.45616 -1.10043 0.79776 -0.9 -0.6 0.3 1.1951
C -2.42347 -1.48247 -0.04082 0.1 -0.7 -0.7 -0.8244
C -2.52140 -2.72015 -0.92019 -0.1 -0.1 0.5 -1.5626
C -2.74475 -4.03588 -0.14676 0.3 -0.9 -0.1 1.1546
C -1.56457 -4.39884 0.77034 -0.7 0.1 0.0 -1.3976
C -2.96778 -5.18505 -1.15708 -0.2 0.8 0.5 -1.7082
C -4.76838 -1.86462 0.85766 0.4 0.2 -0.8 0.0344
O -5.25076 -2.35134 -0.14811 -0.2 0.0 0.8 -0.5412
C -5.42444 -1.91607 2.20333 0.4 -0.2 -0.7 -0.7674
C -5.30488 -0.85603 2.98580 -0.1 0.0 0.4 -0.5633
C -4.50348 0.33561 2.53829 0.0 0.2 0.2 -0.0059
O -4.75978 1.46382 2.92083 0.3 -0.7 -0.1 -0.5936
H 3.14476 -1.31021 0.61992 0.1 -0.5 0.0 0.2351
H 2.92851 -2.16210 2.14022 0.3 -0.2 -0.2 0.4082
H 3.06171 -3.13409 0.64047 0.1 0.2 -0.1 0.4231
H 0.76165 -3.01709 1.38530 -0.4 0.4 0.4 0.0780
H 0.87064 -1.20505 1.54890 -0.5 -0.2 -0.1 0.2156
H 0.31056 -2.97623 -0.86746 -0.1 0.1 0.2 0.2258
H 1.64134 -1.87814 -1.09732 -0.2 0.0 -0.1 0.6872
H 0.38015 -0.06500 -0.97091 0.0 0.0 0.1 0.5461
H -0.34229 1.07223 0.73257 0.0 -0.2 -0.1 0.4661
H -2.15080 1.64562 2.25577 0.0 0.0 -0.1 0.6394
H -1.58709 -2.83172 -1.47258 -0.2 0.1 -0.2 0.7224
H -3.34411 -2.59584 -1.62696 0.2 0.0 0.0 0.6263
H -3.62973 -4.02681 0.49245 0.0 0.4 -0.2 0.1513
H -0.71595 -4.73939 0.17021 0.1 0.2 0.2 0.2965
H -1.86871 -5.20923 1.44174 0.1 0.0 -0.2 0.5318
H -1.32363 -3.55006 1.41335 0.3 0.0 -0.1 0.2115
H -3.21181 -6.10312 -0.61714 0.2 -0.1 -0.2 0.3973
H -3.82718 -4.92920 -1.78372 0.2 -0.2 -0.2 0.4054
H -2.05729 -5.28785 -1.75408 -0.2 -0.3 -0.1 0.3672
H -5.97183 -2.81376 2.47160 -0.1 0.2 -0.1 0.4389
H -5.78654 -0.87161 3.95983 0.1 0.5 -0.1 0.3971
Cl -2.22523 1.87020 -2.04473 0.0 0.0 -0.1 -0.2008
C -3.43724 3.08805 -1.56066 0.0 -0.1 0.0 -0.1724
C -2.80061 4.33126 -0.99118 -0.1 0.1 -0.1 -0.2509
Cl -2.03044 4.04311 0.59079 0.0 0.0 0.0 -0.1443
H -4.11805 2.62071 -0.85173 0.1 0.0 0.1 0.2459
H -3.99975 3.34583 -2.45405 0.1 -0.1 0.1 0.1215
H -3.56028 5.09516 -0.83649 0.0 -0.1 0.0 0.1106
H -2.04430 4.73146 -1.66283 0.0 -0.1 0.0 0.3363
Cl 6.49950 -1.54204 2.61451 0.0 0.0 0.0 -0.2085
C 6.65020 -2.44010 1.08018 0.0 -0.1 0.0 -0.1751
C 6.83194 -1.52375 -0.10168 0.0 -0.1 -0.2 0.0479
Cl 5.35210 -0.58256 -0.43937 0.2 0.2 -0.1 -0.1885
H 5.76443 -3.06216 0.96788 -0.1 0.1 0.0 0.2359
H 7.51558 -3.08850 1.17740 0.1 0.0 0.0 0.1127
H 7.05050 -2.10751 -0.99940 -0.3 0.2 0.5 -0.2435
H 7.64890 -0.82252 0.05266 -0.1 0.0 0.1 0.4101
Cl 10.10235 -3.84743 0.44585 0.0 0.0 0.0 -0.1762
C 10.10180 -4.71959 -1.10761 0.0 -0.1 0.0 -0.4962
C 10.14619 -3.78170 -2.28558 0.1 0.0 -0.2 -0.4179
Cl 8.63651 -2.84719 -2.49519 0.4 -0.2 -0.2 -0.1744
H 9.22285 -5.35940 -1.13735 0.0 0.1 0.0 0.3116
H 10.98775 -5.35257 -1.11199 0.0 0.1 0.0 0.3475
H 10.28513 -4.35287 -3.20225 0.0 0.0 0.0 0.3076
H 10.96600 -3.07324 -2.19539 -0.1 0.1 0.1 0.3249
Cl -5.27193 5.25170 -3.23106 -0.2 0.2 -0.1 -0.1762
C -6.37753 6.63150 -2.99875 -0.2 0.1 -0.1 -0.4995
C -5.63358 7.90330 -2.68176 0.0 0.1 -0.1 -0.4372
Cl -4.86944 7.84905 -1.07205 0.0 0.0 0.0 -0.1769
H -7.07849 6.36998 -2.20979 0.1 0.0 0.0 0.3025
H -6.93564 6.75080 -3.92616 0.1 0.0 0.0 0.3488
H -6.32750 8.74247 -2.67626 0.0 0.0 0.0 0.3237
H -4.85730 8.10450 -3.41612 0.0 -0.1 0.0 0.3094
Cl 1.88376 4.11046 1.62274 0.0 0.0 0.0 -0.1708
C 0.78227 5.49563 1.84204 0.0 0.1 0.0 -0.2799
C 1.52519 6.77136 2.14650 0.0 0.1 -0.1 -0.4694
Cl 2.28900 6.74194 3.75726 0.0 0.0 0.0 -0.1931
H 0.08022 5.24374 2.63325 0.1 0.0 0.0 0.3075
H 0.22562 5.60518 0.91472 0.0 0.0 0.0 0.1520
H 0.82947 7.60930 2.14141 0.0 0.0 0.0 0.3240
H 2.30163 6.96514 1.41015 0.0 -0.1 0.0 0.3319
```
Forces are in eV/Å.

Charge: 0
LUMO, eV: -0.45
HOMO, eV: -8.22
Kohn-Sham gap, eV: 7.7750

2.
This record from the Open Molecules 2025 dataset describes a structure of composition C27H41N2OPb. The level of theory is the ωB97M-V functional and the def2-TZVPD basis.

```
72
Properties=species:S:1:pos:R:3:forces:R:3:mulliken_charge:R:1
C 1.55783 -2.90452 0.08134 2.3 2.0 -0.2 0.5489
C 2.44517 -2.08459 -0.66914 -1.2 -1.1 1.6 0.5654
C 1.89590 -1.91896 -1.96767 -0.3 0.0 0.4 0.7860
C 0.63251 -2.57560 -2.00197 -0.6 -0.6 1.7 0.8925
C 0.42080 -3.18644 -0.73337 -0.9 0.9 -2.7 0.1750
Pb -0.30474 -0.27290 0.59642 0.8 -0.5 -0.9 1.2445
C -2.88604 2.21196 -0.53294 -0.4 0.1 0.1 1.2452
C -2.72233 1.81675 0.76610 0.2 -0.6 0.4 -0.1602
H -2.70133 2.58582 1.55040 0.3 -0.3 -0.4 0.3547
C -2.55866 0.44941 1.17376 -1.1 0.7 0.2 -1.3499
H -3.10293 -0.32510 0.61456 0.4 0.2 0.1 0.5391
H -2.50947 0.27088 2.25084 -0.2 0.0 -0.3 0.4476
C -3.04971 3.66153 -0.86545 0.0 0.2 0.0 -1.7017
H -2.55146 4.30189 -0.12782 -0.1 -0.1 -0.2 0.3520
H -2.63955 3.87839 -1.85931 -0.1 0.0 0.2 0.4300
H -4.11688 3.94061 -0.88332 0.2 -0.1 0.0 0.4013
C -3.01881 1.22369 -1.64357 0.0 -0.2 -0.5 -1.1924
H -2.13481 0.57132 -1.74643 -0.3 0.2 0.1 0.0946
H -3.89017 0.56141 -1.50945 0.2 0.3 0.0 0.3685
H -3.12008 1.75210 -2.60141 -0.1 -0.3 0.2 0.3756
C 3.67078 -1.43982 -0.14674 0.7 0.1 0.1 -1.6194
H 3.51211 -0.99576 0.84822 0.0 -0.1 -0.2 0.2175
H 4.49281 -2.16463 -0.05154 -0.1 0.2 0.0 0.3362
H 4.00535 -0.64093 -0.81856 0.0 -0.1 0.2 0.4183
C 2.53582 -1.12485 -3.03626 0.2 -0.1 -0.4 -1.7046
H 2.45698 -0.04295 -2.85313 0.1 -0.3 0.0 0.3375
H 3.60582 -1.37050 -3.07926 -0.2 0.1 -0.1 0.5011
H 2.08259 -1.33408 -4.01152 0.1 0.1 0.1 0.3720
C -0.32484 -2.58054 -3.12892 -0.3 -0.2 -0.6 -1.7832
H -0.23267 -1.67400 -3.74272 -0.1 -0.3 0.1 0.4159
H -0.14986 -3.44672 -3.78616 -0.2 0.3 0.0 0.3661
H -1.36215 -2.64546 -2.77244 0.2 0.0 -0.2 0.3124
C -0.80372 -3.91055 -0.31572 -0.3 -0.4 0.1 -1.4771
H -1.68206 -3.57775 -0.88609 0.2 -0.1 0.1 0.3335
H -0.69380 -4.99169 -0.49275 -0.1 0.2 0.1 0.3211
H -1.02156 -3.77748 0.75391 0.1 0.0 -0.3 0.3297
C 1.75076 -3.29535 1.49828 0.1 -0.3 0.4 -1.3012
H 0.88539 -3.85188 1.88162 0.2 0.1 0.0 0.3538
H 2.63835 -3.93895 1.60600 -0.2 0.1 0.0 0.3514
H 1.91616 -2.41748 2.14578 0.0 -0.2 -0.2 0.1549
C 0.22728 1.37661 -0.95656 -0.4 -0.9 0.6 -0.0225
C 0.18598 2.63722 -0.40512 0.5 1.0 0.0 -0.2674
C 0.32655 1.22136 -2.33101 0.2 0.4 -0.7 -0.2015
C 0.30834 3.78037 -1.21457 0.1 -0.2 0.4 -0.7023
H 0.10647 2.71978 0.68480 -0.1 0.3 -0.4 0.3037
C 0.57474 2.34860 -3.14414 -0.3 -0.4 0.1 -0.7716
H 0.20475 0.22985 -2.78922 0.2 0.5 0.2 0.4036
C 0.54993 3.63123 -2.58179 -0.1 0.0 0.0 -0.6478
H 0.23076 4.76986 -0.75024 0.1 -0.3 -0.3 0.4820
H 0.75393 2.21448 -4.21932 -0.2 0.1 0.5 0.4210
H 0.68388 4.52035 -3.21202 0.0 -0.5 0.3 0.3757
C -0.33239 -1.03750 4.26581 -0.1 -0.3 -0.1 -0.7580
N 0.27199 0.23324 4.63161 -0.1 -0.2 -0.7 0.1862
C -0.00506 0.74665 5.95725 -0.3 0.2 0.3 -0.5414
C 1.06624 1.72001 6.36032 0.3 0.1 0.6 -0.6799
C 1.21229 2.77270 5.29184 -0.1 0.3 0.2 -0.5374
N 1.48407 2.13252 4.02180 -0.1 -0.1 -0.4 0.1031
C 2.02281 2.97508 2.96933 0.1 0.3 -0.3 -0.9823
C 0.85574 0.98942 3.67228 -0.1 -0.1 -1.0 0.1636
O 0.85180 0.64832 2.43734 0.0 0.1 1.2 -0.5329
H 0.35341 -1.61926 3.63717 -0.2 0.2 0.1 0.0852
H -1.29496 -0.92584 3.73683 0.3 0.0 0.2 0.2075
H -0.51078 -1.59929 5.19047 0.0 0.1 -0.3 0.3842
H -0.98211 1.26020 5.98053 0.1 -0.3 0.0 0.2661
H -0.05270 -0.10191 6.64263 0.0 0.1 0.0 0.3659
H 2.02107 1.20082 6.51721 -0.2 0.1 -0.1 0.2962
H 0.78249 2.19394 7.30275 0.1 0.0 0.0 0.3642
H 2.03862 3.45875 5.51113 -0.2 -0.1 0.0 0.3334
H 0.27906 3.36259 5.21420 0.3 0.0 0.1 0.2843
H 1.23348 3.60105 2.51805 0.3 -0.1 0.1 0.3543
H 2.78205 3.63237 3.41373 -0.2 -0.2 -0.2 0.4001
H 2.48398 2.36850 2.18125 -0.2 0.2 0.3 0.2124
```
Forces are in eV/Å.

Charge: +1
LUMO (alpha / beta), eV: -4.52 / -3.72
HOMO (alpha / beta), eV: -9.79 / -9.68
Kohn-Sham gap (alpha / beta), eV: 5.2617 / 5.9608

3.
This record from the Open Molecules 2025 dataset describes a structure of composition C27H41NOsP2. The level of theory is the ωB97M-V functional and the def2-TZVPD basis.

```
72
Properties=species:S:1:pos:R:3:forces:R:3:lowdin_spin:R:1
P 2.24812 1.53651 -1.42753 3.8 6.0 1.7 0.1121
P -0.29989 -1.11506 -1.94331 2.0 -1.7 -4.9 0.2187
C 3.07787 0.77707 -3.08247 -0.4 -2.2 -2.1 0.0847
C 1.96154 -0.09563 -3.34669 2.2 0.6 -1.5 -0.1631
H 4.04732 0.33722 -2.81238 -0.7 -0.2 0.2 0.0005
H 3.30857 1.55698 -3.82394 -0.7 0.1 0.7 -0.0015
H 1.18468 0.23753 -4.03208 0.1 0.0 0.4 -0.0049
H 2.16406 -1.16181 -3.33268 -0.3 0.0 0.5 -0.0023
C 0.50371 -2.73818 -1.76597 0.0 -0.4 0.6 0.0355
H -0.20709 -3.48075 -1.34944 0.6 0.2 -0.3 0.0074
H 1.33832 -2.56768 -1.06024 -0.3 -0.6 -0.4 0.0066
H 0.86034 -3.05646 -2.77260 -0.2 0.2 0.8 0.0002
C -0.94139 -1.15983 -3.64803 0.4 -0.1 -1.2 0.0677
H -0.26669 -1.78763 -4.24751 -0.1 0.3 -0.1 0.0052
H -0.97907 -0.14366 -4.07302 -0.2 -0.4 0.1 0.0008
H -1.94074 -1.62164 -3.66511 0.5 0.3 0.0 0.0026
C 4.23529 1.88758 -0.87704 0.6 -0.6 -0.1 0.0916
H 4.31370 2.63648 -0.08112 -0.4 0.0 -0.2 0.0018
H 4.82084 2.27803 -1.71479 -0.3 -0.1 -0.1 0.0034
H 4.83235 1.03874 -0.51495 -0.4 -0.1 -0.2 0.0091
C 2.36543 3.22666 -2.32367 -1.1 0.1 -0.5 0.0460
H 1.87354 3.06960 -3.29205 0.1 0.6 0.1 -0.0006
H 3.40583 3.54374 -2.47599 -0.4 -0.4 0.1 0.0029
H 1.83217 3.98421 -1.74003 0.3 -0.1 -0.4 0.0032
Os -1.90741 -0.65113 -0.74330 -6.0 0.2 6.1 0.4133
C 2.12807 0.03509 -0.56979 -3.4 -2.0 1.4 0.3854
C 3.13021 -0.78796 -0.38799 1.9 0.1 -0.5 0.2850
C 3.64494 -0.60664 0.98210 -0.6 0.4 1.1 0.0839
C 3.07313 0.65292 1.86252 1.0 -1.8 0.4 0.1158
C 2.05727 1.67208 1.52062 -1.0 0.7 0.9 0.6131
C 1.84142 2.49518 0.33508 -0.7 -0.5 -2.9 0.1784
C 0.42482 2.63150 -0.37758 -1.1 1.4 1.3 0.0551
C 0.37974 1.59842 -1.46634 -0.9 -0.4 -0.7 0.1172
C -2.96519 1.09726 -0.38480 -0.1 1.3 -0.6 0.0036
H 1.26156 0.10496 0.13096 1.0 -0.3 -0.2 0.0316
H 3.75708 -1.09603 -1.22056 0.2 -0.3 0.2 0.0212
H 4.74323 -0.53729 0.96007 -0.5 -0.4 0.1 0.0007
H 3.27903 -1.52134 1.45578 0.5 -0.2 0.7 0.0275
H 2.66770 0.14867 2.75458 0.3 0.3 -0.1 0.0076
H 4.00032 1.13311 2.21269 -0.2 0.1 0.0 0.0379
H 1.60139 2.08530 2.44050 0.2 -0.2 -0.4 0.0265
H 2.31050 3.48463 0.37791 0.1 -0.2 0.0 0.0310
H 0.25289 3.60328 -0.85031 0.2 0.1 0.8 0.0051
H -0.40642 2.42566 0.31609 0.3 0.4 -0.1 0.0038
H -0.30465 0.85648 -0.94795 1.1 0.4 -1.1 0.0100
H 0.13341 1.73498 -2.54993 -0.6 0.6 1.2 0.0068
H -3.88631 0.54608 -0.12304 0.1 0.1 0.0 0.0014
H -3.23949 1.85913 -1.16375 0.4 -0.9 0.6 0.0001
H -2.59544 1.60853 0.52514 0.1 -0.4 -0.4 0.0062
C -4.53293 -4.09816 0.30647 0.0 0.1 -0.9 0.1166
C -3.93476 -3.21623 -0.61983 -0.1 0.2 -0.1 -0.0163
C -3.07992 -2.24025 -0.14575 0.8 0.6 0.2 0.0783
C -2.88277 -2.10978 1.25975 -0.3 -0.2 -0.3 0.0350
C -3.44355 -3.02462 2.16270 0.0 -0.1 0.3 0.0955
C -4.26675 -4.03388 1.67492 0.3 0.3 0.0 -0.0089
N -2.11779 -1.00699 1.51278 0.8 1.0 0.8 0.4033
C -2.18645 -0.30681 2.71967 -0.7 -0.4 0.2 0.0268
C -3.37618 -0.34865 3.50460 0.0 -0.2 0.1 0.0881
C -3.38595 0.18380 4.79322 0.2 0.0 -0.2 -0.0112
C -2.23017 0.81330 5.29373 -0.5 -0.4 -0.1 0.1048
C -1.09848 0.94741 4.48344 0.0 0.0 0.1 -0.0038
C -1.07933 0.42360 3.20653 -0.3 -0.5 -0.6 0.0827
H -5.22255 -4.84418 -0.07282 0.1 0.0 0.1 0.0055
H -4.12722 -3.21723 -1.69253 -0.2 -0.5 0.3 -0.0029
H -3.02217 -0.27734 -1.89684 1.6 -0.7 -0.6 -0.0039
H -3.21731 -2.92753 3.21809 -0.1 -0.2 -0.1 0.0031
H -4.70091 -4.77871 2.34718 0.1 0.4 -0.2 -0.0022
H -4.28098 -0.83364 3.09791 0.6 0.4 0.3 0.0023
H -4.28675 0.06652 5.41258 0.5 0.2 -0.3 -0.0018
H -2.22183 1.16569 6.32489 0.0 0.0 -0.3 0.0050
H -0.20909 1.42621 4.87559 -0.1 0.1 0.0 -0.0021
H -0.21681 0.48259 2.54770 0.1 0.1 0.2 0.0108
```
Forces are in eV/Å.

Charge: +2
LUMO (alpha / beta), eV: -7.48 / -8.38
HOMO (alpha / beta), eV: -13.22 / -13.45
Spin multiplicity: 5
Kohn-Sham gap (alpha / beta), eV: 5.7473 / 5.0609
⟨S²⟩: 6.247

The calculation returns the following ΔE to the lowest compared entry with this formula, charge and spin values, one per record and in order: 0.0 0.0 560.9 kJ/mol.